# 1
9
Properties=species:S:1:pos:R:3:forces:R:3:nbo_charge:R:1 method="wB97M-V/def2-TZVPD" lumo_ev=0.38 homo_ev=-10.538 orbital_gap_ev=10.9 smiles=O.O.O de_lowest_kj_mol=211.58
O -0.30878 1.24892 -0.65221 -0.838 3.364 0.897 -0.91
H -0.67471 1.92708 -0.03908 -0.216 -0.387 -0.494 0.46
H 0.48455 1.67566 -0.78316 3.429 1.372 -1.142 0.47
O -1.16286 -0.58205 -0.34416 -0.416 -1.133 1.217 -0.91
H -2.02050 -0.92103 -0.36547 -2.206 -1.772 -0.200 0.45
H -1.32357 0.24784 0.13148 0.163 -1.300 -0.267 0.46
O 1.49019 -0.93402 0.94134 2.062 0.164 0.101 -0.93
H 2.41921 -0.60891 0.81203 -1.250 -0.610 0.260 0.46
H 0.96659 -0.18344 0.68452 -0.728 0.303 -0.370 0.47

=====

# 2
100
Properties=species:S:1:pos:R:3:forces:R:3:lowdin_spin:R:1 method="wB97M-V/def2-TZVPD" lumo_ev="-5.87 / -4.32" total_charge=+1 homo_ev="-10.280 / -10.280" s2=3.8450 orbital_gap_ev="4.4 / 6.0" spin_multiplicity=4 de_lowest_kj_mol=0.00
Cr 1.72799 2.79020 -1.11387 -3.817 -0.331 -1.980 3.11
C -0.43717 1.52025 -4.27380 0.312 0.409 -0.450 0.00
C 0.34400 2.12122 -3.16610 1.049 0.197 0.976 0.00
O -0.05422 3.01873 -2.37294 -0.039 0.428 0.572 -0.08
O 1.52089 1.70843 -2.88898 1.081 -0.222 0.249 -0.05
H -1.08507 0.75893 -3.84150 0.060 0.143 -0.224 0.00
H 0.24953 1.08676 -4.99820 0.030 -0.299 0.206 0.00
H -1.01321 2.26405 -4.82192 -0.262 0.062 0.360 0.00
C -0.75092 0.64311 1.23228 -0.741 0.260 -0.013 0.00
C 0.26197 1.41267 0.48103 1.618 0.235 -0.668 0.01
O 1.23537 0.89968 -0.15412 0.432 -0.328 -0.463 -0.02
O 0.25662 2.67697 0.37734 -0.311 -0.282 0.633 0.00
H -1.71024 1.10044 0.97429 0.170 -0.157 0.219 0.00
H -0.65621 0.76535 2.31057 0.336 0.056 -0.012 0.00
H -0.78910 -0.41368 0.98162 0.315 0.004 -0.088 0.00
C -3.18332 2.15552 -0.83340 1.239 -0.227 -1.074 0.00
C -4.24423 1.94030 -1.89613 -1.169 -0.149 0.298 0.00
C -3.91876 0.75293 -2.79563 0.310 0.056 0.887 0.00
O -4.83279 0.66637 -3.84860 -0.194 0.115 -0.001 0.00
C -4.74046 -0.56404 -4.52385 -0.277 -0.451 -0.307 0.00
N -5.55773 1.75117 -1.21701 0.529 -0.451 -0.582 0.00
H -3.00824 1.28388 -0.19517 -0.936 0.089 0.058 0.00
H -3.31975 3.07068 -0.26686 -0.183 -0.085 0.196 0.00
H -2.20452 2.20924 -1.33565 -0.125 0.445 0.009 0.00
H -4.38336 2.80242 -2.55354 0.323 0.220 0.182 0.00
H -3.98499 -0.12309 -2.13114 0.118 -0.276 -0.277 0.00
H -2.88338 0.82861 -3.15849 -0.153 -0.042 -0.107 0.00
H -5.51952 -0.64794 -5.28128 -0.033 0.440 0.020 0.00
H -4.91549 -1.40942 -3.85048 0.309 0.025 0.147 0.00
H -3.77988 -0.66775 -5.03724 0.131 -0.095 0.134 0.00
H -5.43412 0.95696 -0.58839 -0.120 0.149 0.133 0.00
H -6.18103 1.38697 -1.93867 -0.190 0.264 0.158 0.00
C -2.35005 -4.60183 -0.24768 -0.301 0.138 -0.552 0.00
C -0.94173 -4.73802 -0.82284 -0.039 0.097 0.485 0.00
C -0.38507 -3.36410 -1.25830 -0.426 -0.210 0.504 0.00
O -1.23140 -2.67759 -2.15754 -0.167 -0.321 -0.514 0.00
C -0.68272 -1.47046 -2.59383 0.063 0.133 0.166 0.00
N -0.06977 -5.30921 0.20320 -0.184 -0.139 -0.540 0.00
H -2.33197 -4.23106 0.77754 0.197 0.200 0.011 0.00
H -2.91749 -5.53204 -0.22334 0.264 -0.158 -0.092 0.00
H -2.91334 -3.90198 -0.87040 -0.084 -0.017 0.149 0.00
H -0.91367 -5.43266 -1.66496 -0.269 0.173 -0.187 0.00
H 0.60685 -3.50072 -1.70353 0.097 0.076 0.080 0.00
H -0.31878 -2.76633 -0.33666 0.351 0.043 0.010 0.00
H -0.50706 -0.80987 -1.73252 0.055 0.190 -0.060 0.00
H -1.38185 -0.99683 -3.28137 -0.197 -0.231 0.122 0.00
H 0.26920 -1.57956 -3.12944 0.057 -0.203 0.085 0.00
H 0.88020 -5.23716 -0.14552 0.160 -0.089 0.587 0.00
H -0.20700 -4.82356 1.08964 0.409 0.116 -0.353 0.00
C 3.68092 6.63830 -2.47123 -0.007 -0.548 -0.538 0.00
C 3.09056 5.52241 -1.60118 0.871 0.876 0.430 0.00
C 1.97207 6.04543 -0.72226 -0.089 -0.797 0.049 0.00
O 1.21405 4.88419 -0.34496 0.400 0.324 -0.160 0.03
C -0.03188 5.22204 0.22063 -1.605 0.124 0.898 0.00
N 2.53216 4.40788 -2.38820 0.545 -0.637 -0.451 -0.02
H 2.92845 7.10352 -3.11266 -0.118 -0.052 0.086 0.00
H 4.42337 6.18380 -3.13223 0.098 0.200 0.020 0.00
H 4.17128 7.43211 -1.91243 -0.048 -0.130 0.248 0.00
H 3.92033 5.12436 -1.01008 -0.185 -0.140 0.184 0.00
H 1.38152 6.74797 -1.31818 -0.363 -0.140 0.159 0.00
H 2.29605 6.53522 0.19602 0.273 0.182 -0.172 0.00
H -0.66444 5.77776 -0.47751 0.378 0.295 -0.025 0.00
H 0.08984 5.74586 1.17504 0.169 0.301 -0.283 0.00
H -0.59023 4.31784 0.46758 0.353 0.468 -0.261 0.00
H 3.25418 4.00356 -2.98902 0.141 0.080 0.190 0.00
H 1.90957 4.83617 -3.07814 -0.546 -0.482 0.317 0.00
C 6.21131 -1.70218 1.72112 -0.072 0.337 1.434 0.00
C 4.78890 -2.28011 1.71162 0.955 -0.694 -0.414 0.00
C 3.69015 -1.21689 1.72526 1.015 -0.651 0.125 0.00
O 3.82436 -0.51583 2.95432 -0.877 -0.179 -0.387 0.00
C 2.63630 0.19550 3.22897 0.200 0.533 0.860 0.00
N 4.61707 -3.30964 0.65699 -0.639 1.170 -0.185 0.00
H 6.52479 -1.07789 0.88420 -0.406 -0.087 -0.258 0.00
H 6.97763 -2.46372 1.87786 -0.180 -0.242 -0.259 0.00
H 6.27683 -1.09472 2.63276 0.126 0.212 -0.224 0.00
H 4.63349 -2.84548 2.63449 0.168 0.274 0.215 0.00
H 2.76978 -1.80340 1.62978 -0.363 0.498 0.073 0.00
H 3.78964 -0.44571 0.95375 -0.164 -0.392 -0.512 0.00
H 1.88627 -0.42520 3.73111 -0.012 -0.117 -0.120 0.00
H 2.17317 0.67399 2.35834 0.232 -0.208 -0.236 0.00
H 2.92003 0.99853 3.91296 -0.136 -0.047 0.076 0.00
H 5.41323 -3.93218 0.69069 0.033 -0.064 -0.018 0.00
H 4.67436 -2.81087 -0.22897 0.046 -0.367 -0.144 0.00
C -1.78783 -4.95213 3.94769 -0.078 -0.256 0.549 0.00
C -1.29143 -3.53609 3.73710 -0.095 -0.037 0.275 0.00
C -0.78659 -2.83191 5.01194 -0.827 -0.926 -0.235 0.00
O -0.57711 -1.46534 4.75276 0.489 0.210 -0.011 0.00
C -1.73536 -0.71919 4.46757 -0.025 0.566 0.268 0.00
N -0.21023 -3.51251 2.74153 -0.104 0.689 -0.083 0.00
H -0.92271 -5.58057 4.17421 -0.191 -0.268 -0.061 0.00
H -2.35623 -5.36700 3.11636 0.476 0.133 -0.411 0.00
H -2.50386 -5.04564 4.76947 0.282 0.288 0.244 0.00
H -2.12996 -2.94287 3.35742 0.142 -0.030 -0.192 0.00
H 0.15688 -3.31412 5.27291 0.198 0.397 0.129 0.00
H -1.46108 -2.96610 5.86790 -0.149 0.087 -0.110 0.00
H -1.46122 0.32450 4.62585 0.002 0.042 -0.032 0.00
H -2.56706 -0.92375 5.14732 0.035 -0.263 0.051 0.00
H -2.09520 -0.81253 3.43874 0.047 -0.226 -0.025 0.00
H 0.59560 -4.04828 3.06000 -0.226 -0.227 0.155 0.00
H 0.13525 -2.55198 2.75823 0.036 -0.082 -0.319 0.00

=====

# 3
61
Properties=species:S:1:pos:R:3:forces:R:3:nbo_charge:R:1 method="wB97M-V/def2-TZVPD" lumo_ev=-2.93 total_charge=+1 homo_ev=-10.798 orbital_gap_ev=7.9 de_lowest_kj_mol=0.00
Bi -0.05561 -0.37774 -1.08708 0.151 -0.069 -0.057 1.91
O -0.06988 3.80413 -0.10770 0.011 0.004 -0.009 -0.67
C -0.89395 3.90759 0.97178 -0.003 0.016 0.014 0.40
C -1.40008 5.13502 1.37833 -0.033 -0.019 0.038 -0.31
C -2.24171 5.21672 2.47762 0.027 0.032 -0.035 -0.16
C -2.58783 4.07574 3.18161 -0.011 -0.043 0.025 -0.25
C -2.07946 2.85249 2.77095 -0.012 0.027 0.028 -0.16
C -1.23149 2.74747 1.67739 0.045 -0.005 -0.111 -0.17
C -0.71388 1.39469 1.27013 0.008 -0.040 -0.031 0.24
O -1.06730 1.07809 -0.04128 -0.114 0.129 0.107 -0.92
N 0.75537 1.38326 1.41485 -0.004 0.134 0.088 -0.43
N 1.31909 0.23323 0.95805 0.246 -0.253 0.068 -0.29
C 2.32474 -0.27991 1.55545 -0.177 0.116 -0.046 0.02
C 3.05385 -1.44822 1.07542 -0.026 0.065 0.080 -0.13
Br 3.01768 -1.77604 -0.79337 0.002 -0.066 -0.092 0.10
C 3.78519 -2.24907 1.85309 0.010 -0.010 -0.014 -0.15
C 3.84938 -2.17244 3.31932 0.001 0.016 0.046 -0.11
C 2.71271 -1.94718 4.09764 -0.008 -0.001 -0.007 -0.16
C 2.81056 -1.88265 5.47931 -0.004 0.003 0.001 -0.21
C 4.04109 -2.04490 6.09804 -0.004 0.001 -0.006 -0.19
C 5.17372 -2.29216 5.33291 0.001 0.001 0.005 -0.20
C 5.07718 -2.36742 3.95447 0.008 -0.005 -0.007 -0.18
H 0.08153 4.68517 -0.46799 -0.008 -0.022 0.012 0.48
H -1.13393 6.03087 0.82816 0.002 0.000 -0.003 0.21
H -2.62702 6.18137 2.78021 -0.001 0.000 -0.001 0.22
H -3.24589 4.13546 4.03701 0.001 -0.001 0.000 0.22
H -2.34548 1.94988 3.30951 -0.005 0.000 0.002 0.21
H -1.14280 0.64052 1.94895 0.010 -0.008 -0.014 0.16
H 1.05147 1.64272 2.35299 -0.003 -0.003 -0.006 0.37
H 2.69321 0.15639 2.48444 -0.017 0.006 -0.002 0.21
H 4.38613 -3.01736 1.37977 0.001 0.008 -0.009 0.24
H 1.74230 -1.86638 3.62224 0.006 -0.004 -0.006 0.21
H 1.92101 -1.72048 6.07347 0.002 -0.001 0.003 0.22
H 4.11590 -1.99603 7.17604 0.001 -0.002 0.001 0.23
H 6.13230 -2.43375 5.81355 0.002 0.000 -0.001 0.23
H 5.96011 -2.56871 3.36007 -0.001 0.001 -0.001 0.22
N 1.64053 0.58503 -4.57777 0.068 -0.031 0.047 -0.77
C 0.47492 -0.00969 -4.87936 -0.080 -0.007 -0.017 0.61
N 0.30612 -0.42992 -6.12571 -0.015 -0.005 -0.039 -0.56
C -0.87298 -1.00221 -6.37435 0.097 -0.024 0.048 0.61
N -1.09779 -1.45777 -7.60855 -0.017 0.014 -0.020 -0.75
N -1.86304 -1.16334 -5.46882 -0.040 0.004 0.023 -0.55
C -1.57148 -0.72112 -4.26662 0.002 -0.004 0.071 0.45
N -0.43500 -0.13842 -3.88793 -0.163 -0.038 0.025 -0.62
C -2.63810 -0.87406 -3.22463 0.088 0.020 0.044 0.17
C -3.93822 -1.16766 -3.59586 0.018 0.007 -0.019 -0.20
C -4.91440 -1.25810 -2.61674 -0.007 0.004 0.034 -0.12
C -4.56544 -1.05238 -1.29268 0.034 -0.001 -0.031 -0.23
C -3.24398 -0.77368 -0.99478 -0.083 -0.001 -0.039 0.07
N -2.30355 -0.69139 -1.93761 0.029 -0.004 -0.054 -0.52
H 2.31500 0.72626 -5.30840 -0.016 0.008 -0.021 0.42
H 1.77265 1.02927 -3.68885 -0.014 0.020 -0.002 0.40
H -0.38499 -1.36403 -8.30938 0.005 0.003 0.005 0.42
H -1.97075 -1.90393 -7.82322 -0.004 0.002 0.011 0.42
H -4.15857 -1.31346 -4.64209 0.002 -0.001 -0.003 0.26
H -5.93749 -1.48090 -2.88835 0.001 -0.003 0.003 0.24
H -5.29380 -1.10467 -0.49660 -0.009 -0.002 -0.010 0.24
H -2.91656 -0.60317 0.02155 0.001 0.004 -0.002 0.23
O -0.33203 -3.35390 -1.68626 0.017 -0.018 -0.059 -0.91
S -0.60428 -3.31857 -0.24906 -0.048 0.073 0.019 1.47
N -0.63501 -1.96855 0.38674 0.027 -0.028 -0.077 -1.17